(1)
{
  "formula": "C28H30N3OP2Pd",
  "method": "ωB97M-V/def2-TZVPD",
  "species": ["Pd", "C", "C", "C", "C", "C", "C", "P", "C", "C", "C", "C", "C", "C", "C", "C", "C", "C", "C", "C", "C", "C", "C", "C", "H", "H", "H", "H", "H", "H", "H", "H", "H", "H", "H", "H", "H", "H", "H", "H", "C", "N", "C", "N", "C", "N", "C", "P", "C", "C", "H", "H", "H", "H", "H", "H", "H", "H", "H", "H", "H", "H", "O", "H", "H"],
  "xyz": [[0.11009, 0.38335, 1.47058], [-3.30524, -3.52837, -1.82768], [-3.31866, -3.68560, -0.44454], [-2.31365, -3.13173, 0.32514], [-1.28416, -2.41349, -0.30578], [-1.26152, -2.27682, -1.70719], [-2.27593, -2.83324, -2.45969], [0.04727, -1.71324, 0.58414], [-0.03446, -1.83451, 2.36497], [-1.24476, -1.48846, 3.02393], [-1.26833, -1.42733, 4.40744], [-0.11206, -1.69431, 5.13690], [1.08527, -1.99897, 4.49412], [1.13872, -2.05329, 3.11229], [1.62213, -1.79285, -0.18361], [2.13104, -2.91977, -0.80108], [3.44371, -2.89626, -1.29741], [4.20898, -1.76312, -1.17473], [3.70786, -0.58371, -0.56520], [4.47835, 0.59908, -0.43861], [3.95898, 1.71323, 0.15925], [2.62566, 1.71653, 0.63954], [1.87811, 0.58507, 0.50263], [2.38056, -0.59874, -0.07895], [-4.09497, -3.96879, -2.42249], [-4.10572, -4.25694, 0.02824], [-2.30709, -3.29503, 1.39415], [-0.43802, -1.77060, -2.19717], [-2.26232, -2.74755, -3.53784], [-2.15777, -1.32750, 2.46033], [-2.19327, -1.19873, 4.92035], [-0.14573, -1.66899, 6.21857], [1.97433, -2.20584, 5.07464], [2.06631, -2.29844, 2.60878], [1.53813, -3.82244, -0.88998], [3.85031, -3.77975, -1.76956], [5.22242, -1.75496, -1.55790], [5.49181, 0.60875, -0.81946], [4.55540, 2.60930, 0.26610], [2.23525, 2.61483, 1.10243], [-2.46015, 3.67952, -1.37921], [-2.64089, 2.27519, -1.75790], [-1.93138, 2.00643, -3.01143], [-0.51139, 2.34967, -2.93176], [-0.36474, 3.75192, -2.53541], [-1.04606, 4.04524, -1.27292], [-0.39092, 3.44306, -0.12994], [-0.46098, 1.60471, -0.37662], [-2.27769, 1.35670, -0.69970], [0.23904, 1.44844, -2.08351], [-2.96677, 3.87656, -0.43421], [-2.91660, 4.30053, -2.14884], [-2.38691, 2.60936, -3.79583], [-2.04388, 0.95432, -3.27754], [-0.80338, 4.37476, -3.31387], [0.69292, 4.00377, -2.45171], [-0.89756, 3.70837, 0.79950], [0.64620, 3.77578, -0.07098], [-2.85104, 1.56476, 0.20579], [-2.45939, 0.32346, -1.00411], [0.14643, 0.42003, -2.43683], [1.29631, 1.71745, -2.06545], [0.19978, 1.95724, 3.09648], [1.03000, 2.27827, 3.47408], [-0.46797, 2.07366, 3.78631]],
  "forces_ev_per_a": [[-0.1, 0.0, 0.0], [0.0, 0.0, 0.0], [0.0, 0.0, 0.0], [0.0, 0.0, 0.0], [0.1, 0.0, 0.0], [0.0, 0.0, 0.0], [0.0, 0.0, 0.0], [-0.1, 0.2, 0.1], [0.1, -0.1, 0.0], [0.1, 0.0, -0.1], [0.0, 0.0, 0.0], [0.0, 0.0, 0.0], [0.0, 0.0, 0.0], [0.0, 0.0, 0.0], [0.0, -0.1, 0.0], [0.0, 0.0, 0.0], [0.0, 0.0, 0.0], [0.0, 0.0, 0.0], [0.0, 0.0, 0.0], [0.0, 0.0, 0.0], [0.0, 0.0, 0.0], [0.0, 0.0, 0.0], [-0.1, 0.0, 0.0], [0.0, 0.0, 0.0], [0.0, 0.0, 0.0], [0.0, 0.0, 0.0], [0.0, 0.0, 0.0], [0.0, 0.0, 0.0], [0.0, 0.0, 0.0], [0.0, 0.0, 0.0], [0.0, 0.0, 0.0], [0.0, 0.0, 0.0], [0.0, 0.0, 0.0], [0.0, 0.0, 0.0], [0.0, 0.0, 0.0], [0.0, 0.0, 0.0], [0.0, 0.0, 0.0], [0.0, 0.0, 0.0], [0.0, 0.0, 0.0], [0.0, 0.0, 0.0], [0.0, 0.0, 0.0], [0.0, 0.0, 0.0], [0.0, 0.0, 0.0], [0.0, 0.0, -0.1], [0.0, 0.0, 0.0], [0.0, 0.0, 0.0], [0.0, 0.0, 0.0], [0.1, 0.1, 0.0], [0.0, 0.0, 0.0], [0.0, 0.0, 0.1], [0.0, 0.0, 0.0], [0.0, 0.0, 0.0], [0.0, 0.0, 0.0], [0.0, 0.0, 0.0], [0.0, 0.0, 0.0], [0.0, 0.0, 0.0], [0.0, 0.0, 0.0], [0.0, 0.0, 0.0], [0.0, 0.0, 0.0], [0.0, 0.0, 0.0], [0.0, 0.0, 0.0], [0.0, 0.0, 0.0], [0.0, 0.0, 0.0], [0.0, 0.0, 0.0], [0.0, 0.0, 0.0]],
  "e_homo_ev": -16.8,
  "homo_lumo_gap_ev": 5.9,
  "e_above_lowest_ev": 0.040,
  "max_force_ev_per_a": 0.24,
  "charge": 3
}

(2)
{
  "formula": "C28H30N5O4SV",
  "method": "ωB97M-V/def2-TZVPD",
  "species": ["V", "C", "N", "C", "C", "N", "C", "S", "C", "C", "C", "C", "C", "N", "H", "H", "H", "H", "H", "H", "H", "H", "H", "O", "C", "C", "C", "C", "C", "C", "C", "O", "N", "O", "O", "H", "H", "H", "H", "C", "C", "C", "C", "C", "C", "C", "C", "C", "C", "C", "C", "N", "H", "H", "H", "H", "H", "H", "H", "H", "H", "H", "H", "H", "H", "H", "H", "H", "H"],
  "xyz": [[0.17166, 0.12795, 0.05704], [-1.69860, 4.01159, 2.33266], [-1.37356, 3.88651, 0.91917], [-2.03573, 4.49930, -0.12657], [-1.46008, 4.08586, -1.26872], [-0.43702, 3.21440, -0.90916], [-0.40138, 3.09340, 0.44711], [0.65302, 2.14203, 1.37477], [0.45699, 2.61268, -1.82863], [0.91712, 3.36730, -2.89350], [1.74340, 2.76640, -3.82580], [2.08480, 1.43415, -3.65367], [1.59610, 0.76535, -2.55119], [0.79277, 1.33524, -1.64126], [-2.59337, 4.62021, 2.42539], [-0.87702, 4.48169, 2.86872], [-1.87316, 3.02117, 2.74872], [-2.86313, 5.16697, 0.02989], [-1.69576, 4.30403, -2.29352], [0.64379, 4.40943, -2.96838], [2.12003, 3.33369, -4.66535], [2.72459, 0.91861, -4.35407], [1.84472, -0.27042, -2.37426], [-0.43147, -1.27784, -1.35902], [-1.57751, -1.59565, -1.70844], [-2.79918, -0.97432, -1.30798], [-3.99282, -1.49284, -1.83714], [-5.18534, -0.91830, -1.50701], [-5.24285, 0.18335, -0.64267], [-4.09073, 0.70298, -0.11771], [-2.82919, 0.14713, -0.42967], [-1.75748, 0.66566, 0.08043], [-6.42753, -1.45977, -2.06823], [-6.33370, -2.41561, -2.80751], [-7.46135, -0.91076, -1.75334], [-1.67066, -2.43636, -2.40840], [-3.97587, -2.34290, -2.50718], [-6.20775, 0.60565, -0.40048], [-4.11765, 1.54761, 0.55728], [3.13308, -2.25182, -1.69347], [3.94071, -1.72701, -0.49915], [4.16461, -0.21305, -0.51687], [3.34597, -2.24844, 0.79511], [4.02861, -3.24898, 1.46719], [3.52679, -3.81565, 2.62733], [2.32142, -3.35997, 3.13698], [1.60735, -2.34947, 2.51351], [0.36266, -1.84320, 3.21998], [0.65564, -0.51433, 3.92327], [-0.92044, -1.80908, 2.39267], [2.11742, -1.78894, 1.31820], [1.41493, -0.79904, 0.65805], [3.52892, -1.85988, -2.63324], [2.07437, -1.99908, -1.60775], [3.19784, -3.33945, -1.73846], [4.93179, -2.18176, -0.57521], [3.23789, 0.34596, -0.39810], [4.63677, 0.08436, -1.45529], [4.83031, 0.07610, 0.29687], [4.97344, -3.59442, 1.06697], [4.07175, -4.60028, 3.13367], [1.93031, -3.78735, 4.05183], [0.15982, -2.57048, 4.01134], [1.00629, 0.23836, 3.22178], [1.43075, -0.65359, 4.67689], [-0.23803, -0.13168, 4.41861], [-0.91703, -1.10257, 1.55386], [-1.75700, -1.51798, 3.02911], [-1.13598, -2.79281, 1.97199]],
  "forces_ev_per_a": [[0.0, 0.0, -0.4], [0.0, 0.0, 0.1], [0.1, -0.1, 0.0], [0.0, 0.0, -0.1], [0.0, 0.0, 0.1], [0.0, 0.0, 0.0], [0.0, 0.0, 0.0], [0.0, 0.0, 0.0], [0.0, 0.1, 0.0], [0.0, 0.0, 0.0], [0.0, -0.1, 0.0], [0.0, 0.1, 0.0], [0.0, -0.1, 0.0], [0.0, -0.1, 0.1], [0.0, 0.0, 0.0], [0.0, 0.0, 0.0], [0.0, 0.0, 0.0], [0.0, 0.0, 0.0], [0.0, 0.0, 0.0], [0.0, 0.0, 0.0], [0.0, 0.0, 0.0], [0.0, 0.0, 0.0], [0.0, 0.1, 0.0], [0.0, 0.1, 0.2], [-0.1, 0.0, 0.0], [0.0, 0.0, 0.1], [0.0, 0.0, 0.0], [0.1, 0.1, 0.0], [0.0, 0.0, 0.0], [0.0, 0.0, 0.0], [0.0, -0.1, -0.1], [0.2, 0.0, 0.1], [0.1, 0.0, 0.1], [0.0, -0.1, -0.1], [-0.1, 0.0, 0.0], [0.0, 0.0, 0.0], [0.0, 0.0, 0.0], [0.0, 0.0, 0.0], [0.0, 0.0, 0.0], [0.0, 0.0, 0.1], [0.0, 0.0, 0.0], [0.0, 0.0, 0.0], [0.1, 0.2, -0.2], [0.0, -0.1, 0.1], [-0.1, 0.1, 0.0], [0.1, -0.1, 0.0], [-0.2, 0.1, 0.0], [0.0, 0.0, 0.0], [0.0, -0.1, 0.0], [0.0, -0.2, -0.1], [0.0, -0.1, 0.2], [-0.1, 0.1, 0.0], [0.0, 0.0, 0.0], [0.0, -0.1, 0.0], [0.0, 0.0, 0.0], [0.0, 0.0, 0.0], [0.1, 0.0, 0.0], [0.0, 0.0, 0.0], [0.0, 0.0, 0.0], [0.0, 0.0, 0.0], [0.0, 0.0, 0.0], [0.0, 0.0, 0.0], [0.0, 0.0, 0.0], [0.0, 0.0, 0.0], [0.0, 0.0, 0.0], [0.0, 0.0, 0.0], [0.0, 0.0, 0.2], [0.0, 0.0, 0.0], [0.0, 0.0, 0.0]],
  "e_homo_ev": [-11.0, -10.7],
  "homo_lumo_gap_ev": [7.7, 7.4],
  "s2": 0.984,
  "e_above_lowest_ev": 0.020,
  "max_force_ev_per_a": 0.35,
  "spin_multiplicity": 2,
  "charge": 1
}

(3)
{
  "formula": "C28H30N6OS",
  "method": "ωB97M-V/def2-TZVPD",
  "species": ["C", "C", "C", "C", "C", "N", "N", "C", "N", "C", "C", "C", "C", "C", "C", "C", "C", "S", "C", "C", "C", "N", "C", "C", "C", "N", "C", "N", "C", "C", "C", "C", "C", "C", "C", "O", "H", "H", "H", "H", "H", "H", "H", "H", "H", "H", "H", "H", "H", "H", "H", "H", "H", "H", "H", "H", "H", "H", "H", "H", "H", "H", "H", "H", "H", "H"],
  "xyz": [[1.01078, 3.59448, 1.78136], [0.19597, 2.37360, 1.55003], [-0.80870, 1.81684, 2.28305], [-1.26324, 0.65267, 1.59642], [-2.32706, -0.22650, 2.01390], [-2.66832, -1.20906, 1.26458], [-3.65452, -2.06456, 1.65912], [-3.90767, -2.50330, 2.93822], [-4.57419, -3.51916, 3.29308], [-5.08720, -4.49237, 2.37298], [-4.06017, -5.62901, 2.16330], [-2.77635, -5.07241, 1.62518], [-2.58550, -4.90670, 0.25763], [-1.44034, -4.29862, -0.22604], [-0.47442, -3.84041, 0.65336], [-0.65294, -4.00273, 2.01586], [-1.79371, -4.61894, 2.49805], [-3.21246, -1.53974, 4.23978], [-3.03191, 0.03134, 3.31442], [-0.49247, 0.54665, 0.44770], [-0.55992, -0.41630, -0.68057], [0.39026, 1.58641, 0.44087], [1.34292, 1.83188, -0.55300], [2.47860, 1.11734, -0.79768], [2.98363, -0.09784, -0.10942], [3.19067, 1.71044, -1.80581], [3.98924, 0.94799, -2.73697], [2.42240, 2.76854, -2.28336], [2.96259, 3.75263, -3.12287], [4.30996, 4.09658, -3.04782], [4.81591, 5.07066, -3.88858], [3.98596, 5.71723, -4.78893], [2.64087, 5.39067, -4.84280], [2.12495, 4.40638, -4.02082], [1.27960, 2.93434, -1.49824], [0.47469, 3.83352, -1.62753], [0.85449, 4.30853, 0.97280], [2.07419, 3.35291, 1.82095], [0.72065, 4.05777, 2.71979], [-1.18521, 2.21083, 3.20564], [-3.82536, -2.75072, 0.93292], [-5.98403, -4.91157, 2.83787], [-5.37437, -4.07153, 1.39672], [-3.88342, -6.10669, 3.12737], [-4.48847, -6.35974, 1.47475], [-3.34278, -5.25564, -0.43220], [-1.30605, -4.17557, -1.29126], [0.41606, -3.35898, 0.27778], [0.09455, -3.64233, 2.70737], [-1.93642, -4.73715, 3.56217], [-4.03646, 0.42135, 3.13223], [-2.48883, 0.70326, 3.97026], [0.38274, -0.94637, -0.80966], [-1.34875, -1.13191, -0.47683], [-0.77913, 0.11310, -1.60868], [2.35543, -0.31354, 0.75095], [2.97549, -0.95928, -0.77778], [4.00712, 0.05599, 0.22958], [4.81915, 0.49008, -2.20085], [4.38562, 1.61483, -3.49939], [3.40149, 0.16463, -3.22664], [4.95057, 3.61803, -2.32147], [5.86201, 5.33245, -3.83039], [4.38536, 6.48042, -5.43932], [1.98797, 5.90199, -5.53371], [1.07848, 4.15229, -4.04945]],
  "forces_ev_per_a": [[0.0, -0.1, -0.1], [0.0, 0.3, 0.4], [0.1, 0.0, -0.1], [0.7, 0.2, -0.6], [-0.6, -0.6, 0.2], [0.4, 0.4, -0.1], [-0.6, -0.3, -0.3], [-0.1, 0.2, 0.3], [0.0, 0.1, 0.5], [0.0, -0.2, -0.1], [-0.2, 0.3, 0.0], [0.1, -0.2, 0.0], [0.0, -0.1, 0.0], [0.0, 0.1, -0.1], [0.1, 0.0, 0.0], [0.1, 0.0, 0.0], [0.0, -0.1, -0.1], [0.1, 0.3, -0.1], [-0.2, -0.6, 0.2], [-0.6, -0.4, 0.2], [0.0, 0.0, 0.0], [0.1, 0.1, 0.1], [0.5, -0.2, -0.3], [-0.2, 0.5, 0.2], [0.0, 0.0, -0.1], [0.1, 0.2, 0.5], [-0.1, -0.3, -0.3], [-0.3, -0.3, -0.1], [0.3, 0.3, -0.2], [-0.1, -0.1, 0.1], [0.0, 0.0, -0.1], [0.1, 0.1, 0.0], [0.0, 0.0, 0.0], [0.0, -0.1, 0.1], [-0.1, -0.3, 0.0], [-0.1, 0.2, 0.1], [0.0, 0.1, 0.0], [0.1, 0.1, 0.0], [0.0, 0.0, 0.1], [0.0, 0.1, 0.2], [0.1, 0.2, 0.3], [0.0, 0.0, -0.2], [0.0, -0.1, 0.0], [0.0, -0.1, 0.0], [0.0, -0.1, 0.0], [-0.1, -0.1, -0.1], [0.0, 0.0, -0.1], [0.1, 0.1, 0.0], [0.1, 0.0, 0.1], [0.0, 0.0, 0.1], [0.1, 0.1, 0.0], [0.0, 0.1, -0.1], [0.1, -0.1, -0.1], [0.1, 0.0, -0.1], [0.0, 0.0, -0.1], [0.0, 0.0, 0.0], [0.0, -0.1, 0.0], [0.0, 0.0, 0.0], [0.0, 0.0, 0.0], [0.0, -0.1, 0.1], [0.0, 0.0, 0.0], [0.0, -0.1, 0.1], [0.1, 0.0, 0.0], [0.0, 0.1, -0.1], [-0.1, 0.0, -0.1], [-0.1, 0.0, 0.0]],
  "e_homo_ev": -7.3,
  "homo_lumo_gap_ev": 7.7,
  "e_above_lowest_ev": 1.530,
  "smiles": "Cc1cc(C2=NN/C(=N\\CCc3ccccc3)SC2)c(C)n1-c1c(C)n(C)n(-c2ccccc2)c1=O",
  "max_force_ev_per_a": 0.95
}

(4)
{
  "formula": "C28H30NO2S",
  "method": "ωB97M-V/def2-TZVPD",
  "species": ["C", "O", "C", "C", "C", "C", "C", "C", "S", "C", "C", "O", "C", "C", "H", "H", "H", "H", "H", "H", "H", "H", "H", "H", "H", "H", "H", "H", "C", "C", "N", "C", "C", "C", "C", "C", "C", "C", "C", "C", "C", "C", "C", "C", "C", "C", "H", "H", "H", "H", "H", "H", "H", "H", "H", "H", "H", "H", "H", "H", "H", "H"],
  "xyz": [[5.56651, 0.70647, 5.07831], [4.26951, 0.05005, 5.09515], [3.31252, 0.39279, 4.19379], [2.02866, -0.13765, 4.42304], [0.98062, 0.21577, 3.61470], [1.22228, 0.93339, 2.42412], [-0.03546, 1.24740, 1.58093], [-0.07792, 1.16756, 0.03135], [-0.21573, 3.19262, -0.20243], [0.58809, 4.18693, 1.07253], [0.97483, 3.42812, -1.51672], [-1.05708, 1.65824, 2.13361], [2.50242, 1.47525, 2.17927], [3.54017, 1.19343, 3.05645], [6.10793, 0.25740, 5.91737], [6.10504, 0.51059, 4.13915], [5.47240, 1.79146, 5.23816], [1.87929, -0.77891, 5.27362], [-0.04014, -0.07931, 3.86983], [0.75148, 0.74031, -0.49952], [0.23332, 5.20261, 0.86215], [0.24747, 3.88156, 2.06040], [1.67785, 4.14554, 0.98942], [0.47240, 4.16240, -2.15873], [1.89841, 3.82456, -1.07873], [1.12272, 2.46728, -2.01345], [2.63649, 2.13005, 1.30633], [4.52424, 1.60657, 2.85293], [-2.41182, 2.38807, -2.58832], [-1.66600, 1.16868, -2.97188], [-1.74814, 0.79310, -4.29560], [-1.19183, -0.46298, -4.47460], [-0.69437, -0.87565, -3.17397], [-0.30846, -2.20369, -3.08287], [-0.31085, -3.04647, -4.21292], [-0.75042, -2.58111, -5.45147], [-1.21917, -1.27817, -5.60421], [-0.94358, 0.24269, -2.23804], [-1.06089, 0.33238, -0.64976], [-1.27645, -1.11381, -0.19785], [-2.29936, -1.90936, -0.81646], [-2.80524, -3.09547, -0.25084], [-2.33611, -3.58178, 0.98750], [-2.84870, -4.84995, 1.57973], [-1.38658, -2.77060, 1.60979], [-0.84441, -1.61922, 1.01983], [-2.75247, 2.33582, -1.53924], [-1.79016, 3.30800, -2.71290], [-3.33640, 2.54783, -3.20692], [-2.19157, 1.35657, -5.06596], [-0.01898, -2.59336, -2.10037], [0.04094, -4.07797, -4.11476], [-0.72056, -3.22442, -6.30403], [-1.58880, -0.85151, -6.55539], [-1.82743, 1.03477, -0.33529], [-2.73905, -1.58748, -1.77988], [-3.58775, -3.65236, -0.80606], [-2.48960, -4.91274, 2.60003], [-3.93845, -4.87410, 1.59176], [-2.50969, -5.74690, 1.05630], [-1.02681, -3.11156, 2.58354], [-0.10915, -1.05975, 1.57809]],
  "forces_ev_per_a": [[-0.4, -0.3, -0.1], [0.1, 0.5, -0.4], [0.4, -0.1, -0.3], [0.5, 0.4, 0.2], [-0.1, 0.0, -0.7], [-0.9, 0.7, -0.4], [-0.4, 0.1, 1.2], [3.7, 0.3, 1.8], [-0.3, -1.7, -0.6], [0.1, -0.2, 0.3], [-0.3, 0.4, -0.3], [1.3, -0.6, -0.9], [-1.1, -0.6, -0.3], [0.2, 0.1, 0.3], [-0.1, 0.2, -0.3], [-0.2, 0.0, 0.3], [-0.1, -0.3, -0.1], [0.0, 0.0, 0.3], [0.3, 0.0, -0.2], [2.1, 1.2, 0.5], [0.0, -0.2, 0.0], [0.0, 0.0, 0.0], [-0.3, -0.1, 0.1], [0.6, -0.2, -0.2], [-0.2, -0.2, -0.4], [0.0, 0.3, -0.1], [0.3, -0.5, 0.4], [-0.2, -0.1, 0.2], [-0.6, 1.2, 0.2], [0.2, -0.3, -1.0], [-0.4, 0.6, -1.1], [0.2, 0.1, 1.4], [-0.6, 0.6, -1.2], [0.7, -0.9, 0.2], [0.1, 0.4, 0.8], [0.0, 0.7, 0.1], [0.1, 0.4, 0.0], [-1.4, 1.0, 0.6], [-2.0, -0.5, -2.3], [-2.0, -0.8, 1.2], [-0.2, 0.2, -0.2], [0.3, 0.4, -0.5], [0.1, 1.2, -1.1], [0.0, 0.0, 0.3], [0.4, -0.7, 0.0], [-0.1, 0.1, 0.3], [0.2, 0.1, -0.5], [-0.5, -0.5, 0.1], [0.9, -0.3, 0.5], [0.7, -1.0, 1.5], [0.0, 0.0, -0.5], [-0.2, 0.4, 0.0], [0.0, -0.4, -0.4], [0.2, -0.6, 0.6], [-2.3, -1.1, -0.7], [0.3, -0.1, 0.8], [0.6, 0.4, 0.4], [-0.1, -0.2, 0.3], [0.0, 0.0, 0.0], [0.1, 0.2, -0.1], [0.1, 0.3, -0.2], [0.1, -0.2, 0.2]],
  "e_homo_ev": -10.4,
  "homo_lumo_gap_ev": 6.9,
  "e_above_lowest_ev": 1.141,
  "max_force_ev_per_a": 4.17,
  "charge": 1
}